2 unconnected molecules or ions with the total composition C5H14N5, computed with ωB97M-V with the def2-TZVPD basis set.

```
24
Properties=species:S:1:pos:R:3
C 1.596 -1.399 -0.049
C -0.359 0.924 -1.441
C 0.104 0.997 -0.173
C -2.246 0.780 0.777
C -0.725 0.896 1.131
N 0.500 -1.549 -0.718
N -0.120 -2.585 -1.110
N 1.707 -1.164 1.247
N -1.120 -2.500 -1.846
N 1.482 1.084 -0.085
H -1.440 1.077 -1.571
H 0.080 1.358 -2.293
H -2.569 1.616 0.213
H -2.707 0.888 1.710
H -2.537 -0.171 0.380
H -0.502 -0.017 1.715
H -0.525 1.921 1.464
H 1.021 -1.821 1.805
H 2.671 -1.267 1.618
H -1.123 -3.339 -2.536
H -1.415 -1.682 -2.176
H 2.415 -1.255 -0.732
H 2.008 0.834 0.745
H 1.842 1.972 -0.348
```

Computed properties:
ΔE to the lowest compared entry with this formula, charge and spin in kJ/mol: 413.9
LUMO in hartree: -0.139
Orbital gap in eV: 8.24
Net charge: +1
Calculated total energy in a.u.: -472.2707
Maximum force in hartree/bohr: 0.1162
Multiplicity: 1

---

2 unconnected molecules or ions with the total composition CH4NP, computed with ωB97M-V with the def2-TZVPD basis set.

```
7
Properties=species:S:1:pos:R:3
C -0.450 -0.801 0.168
N -0.536 0.290 0.812
P 2.132 1.297 -0.306
H 1.404 1.172 -1.412
H -1.349 -1.109 -0.307
H 0.298 -1.603 0.288
H -1.498 0.754 0.757
```

Computed properties:
ΔE to the lowest compared entry with this formula, charge and spin in kJ/mol: 300.0
LUMO (alpha / beta) in hartree: -0.034 / -0.033
Orbital gap (alpha / beta) in eV: 7.28 / 7.28
Net charge: 0
Calculated total energy in a.u.: -436.4497
Maximum force in hartree/bohr: 0.0462
Multiplicity: 1

---

A molecular structure, C4H8ClN, computed with ωB97M-V with the def2-TZVPD basis set.

```
14
Properties=species:S:1:pos:R:3
C -1.607 0.669 0.362
C -0.501 -0.509 0.442
C 1.797 -0.704 -0.343
C 1.066 0.757 -0.312
H -1.247 1.559 -0.077
H -1.988 0.764 1.351
H -0.668 -1.372 1.088
H -0.465 -1.005 -0.568
H 2.979 -0.993 -0.198
H 0.913 -1.492 -1.018
H 1.885 1.585 -0.322
H -0.032 1.201 -1.116
N 0.967 -0.166 0.850
Cl -3.098 -0.296 -0.139
```

Computed properties:
ΔE to the lowest compared entry with this formula, charge and spin in kJ/mol: 572.8
LUMO in hartree: 0.032
Orbital gap in eV: 10.54
Net charge: 0
Calculated total energy in a.u.: -671.9186
Maximum force in hartree/bohr: 0.1067
Multiplicity: 1

---

2 unconnected molecules or ions with the total composition C22H23BNO, computed with ωB97M-V with the def2-TZVPD basis set.

```
48
Properties=species:S:1:pos:R:3
C 1.335 -4.718 -2.568
C 1.831 -3.291 -2.676
N 1.493 -2.345 -1.769
B 0.632 -2.726 -0.648
H 0.110 -1.098 0.678
C 2.018 -1.082 -1.941
C 1.643 -0.064 -0.925
C 2.843 -0.774 -2.990
C 3.203 -1.710 -3.952
C 2.661 -3.019 -3.765
H 1.711 -5.325 -3.414
H 1.672 -5.232 -1.649
H 0.234 -4.805 -2.595
H -0.493 -2.897 -0.851
H 1.130 -3.269 0.238
H 2.120 0.910 -1.123
H 0.573 0.109 -0.878
H 1.998 -0.356 0.061
H 3.194 0.274 -3.022
H 3.854 -1.460 -4.782
H 2.905 -3.795 -4.475
C -5.750 3.037 1.108
C -5.612 1.682 1.445
C -4.333 1.148 1.550
C -3.167 1.872 1.325
C -1.840 1.273 1.410
O -0.854 2.207 1.344
C 0.442 1.882 1.613
C 0.795 0.540 1.856
C 2.144 0.363 2.384
C 3.062 1.412 2.297
C 2.689 2.679 1.875
C 1.360 2.921 1.584
C -0.124 -0.647 1.555
C -1.516 -0.070 1.524
C -3.335 3.242 1.032
C -4.613 3.821 0.917
H -6.730 3.466 0.982
H -6.480 1.067 1.595
H -4.193 0.048 1.834
H 2.398 -0.584 2.761
H 4.101 1.220 2.557
H 3.427 3.501 1.796
H 1.007 3.931 1.296
H -0.014 -1.370 2.257
H -2.378 -0.752 1.624
H -2.455 3.914 0.868
H -4.697 4.867 0.657
```

Computed properties:
ΔE to the lowest compared entry with this formula, charge and spin in kJ/mol: 100.7
LUMO in hartree: -0.150
Orbital gap in eV: 6.46
Net charge: +1
Calculated total energy in a.u.: -1006.6855
Maximum force in hartree/bohr: 0.1139
Multiplicity: 1

---

A molecular structure, C51H56BCdCl7N10O7S, computed with ωB97M-V with the def2-TZVPD basis set.

```
134
Properties=species:S:1:pos:R:3
Cd -0.055 -2.191 -0.483
C 4.656 0.531 -2.529
C 3.667 -0.589 -2.506
C 3.738 -1.777 -3.183
C 2.575 -2.486 -2.834
N 1.850 -1.767 -1.977
N 2.520 -0.591 -1.792
B 2.023 0.633 -1.013
N 2.238 0.486 0.511
N 1.837 -0.586 1.241
C 2.291 -0.392 2.474
C 3.011 0.817 2.545
C 2.963 1.340 1.277
C 3.580 2.625 0.828
C 2.058 -1.308 3.651
C 0.955 -0.702 4.531
C 1.627 -2.690 3.190
C 3.350 -1.426 4.469
N 0.603 1.069 -1.465
N -0.447 0.218 -1.667
C -1.396 0.923 -2.276
C -0.966 2.249 -2.465
C 0.306 2.299 -1.948
C 1.226 3.476 -1.989
C -2.735 0.375 -2.711
C -2.566 -1.025 -3.298
C -3.335 1.275 -3.799
C -3.680 0.376 -1.503
C 2.266 -3.864 -3.387
C 3.258 -4.869 -2.782
C 2.459 -3.820 -4.911
C 0.845 -4.318 -3.105
H 5.501 0.238 -3.152
H 4.226 1.446 -2.939
H 5.030 0.760 -1.529
H 4.529 -2.091 -3.843
H 2.736 1.542 -1.320
H 3.503 1.253 3.399
H 4.143 3.044 1.665
H 4.259 2.494 -0.016
H 2.830 3.357 0.529
H 0.020 -0.628 3.972
H 0.787 -1.331 5.410
H 1.231 0.301 4.870
H 0.684 -2.616 2.662
H 2.355 -3.130 2.506
H 1.495 -3.354 4.048
H 3.636 -0.474 4.921
H 3.205 -2.150 5.275
H 4.174 -1.771 3.842
H -1.491 3.059 -2.944
H 0.667 4.343 -2.344
H 1.645 3.722 -1.015
H 2.066 3.310 -2.667
H -2.054 -0.966 -4.264
H -1.972 -1.665 -2.655
H -3.540 -1.497 -3.449
H -2.634 1.426 -4.623
H -4.236 0.801 -4.195
H -3.623 2.255 -3.406
H -3.285 -0.246 -0.701
H -3.785 1.392 -1.112
H -4.671 0.011 -1.788
H 4.291 -4.565 -2.968
H 3.102 -4.946 -1.706
H 3.101 -5.855 -3.231
H 3.470 -3.519 -5.194
H 2.273 -4.814 -5.325
H 1.753 -3.123 -5.368
H 0.665 -4.429 -2.042
H 0.105 -3.620 -3.497
H 0.673 -5.291 -3.573
Cl -7.130 -3.744 -0.379
C -5.442 -3.669 -0.789
C -4.938 -4.415 -1.833
Cl -5.989 -5.429 -2.776
C -3.565 -4.359 -2.123
Cl -2.910 -5.275 -3.448
C -2.671 -3.572 -1.394
O -1.410 -3.526 -1.663
C -3.207 -2.743 -0.334
O -2.405 -1.962 0.324
C -4.569 -2.852 -0.052
Cl -5.182 -1.906 1.283
O 0.963 -7.532 2.547
C -0.165 -6.991 2.960
O -0.867 -7.515 3.804
C -0.533 -5.686 2.358
C -1.664 -4.961 2.688
N -1.612 -3.816 1.996
N -0.537 -3.766 1.212
C 0.139 -4.878 1.414
C 1.449 -5.015 0.684
O 2.089 -6.084 0.866
O 1.767 -4.054 -0.040
H 1.455 -6.926 1.875
H -2.466 -5.201 3.364
H -2.286 -3.066 1.829
Cl -6.181 5.234 -0.446
C -4.618 5.057 0.295
C -3.633 4.324 -0.339
C -2.392 4.217 0.265
C -2.109 4.820 1.486
C -0.731 4.622 2.069
C -0.723 3.574 3.187
N -1.199 2.292 2.734
C -2.365 1.652 3.101
C -2.333 0.441 2.469
N -1.181 0.319 1.732
C -0.540 1.442 1.901
O -0.223 5.846 2.578
C 1.152 6.034 2.363
C 1.508 6.458 0.960
C 0.754 7.211 0.109
Cl -0.801 7.890 0.370
S 1.547 7.521 -1.383
C 2.930 6.651 -0.878
C 2.770 6.143 0.370
C -3.141 5.515 2.112
Cl -2.950 6.240 3.687
C -4.388 5.651 1.522
H -3.830 3.839 -1.285
H -1.622 3.637 -0.230
H -0.091 4.267 1.251
H -1.361 3.920 3.999
H 0.294 3.476 3.576
H -3.085 2.120 3.751
H -3.070 -0.345 2.478
H 0.416 1.689 1.470
H 1.726 5.131 2.608
H 1.456 6.812 3.069
H 3.770 6.532 -1.543
H 3.519 5.542 0.867
H -5.169 6.203 2.024
```

Computed properties:
LUMO in hartree: 0.105
Orbital gap in eV: 4.87
Net charge: -2
Calculated total energy in a.u.: -6863.7428
Maximum force in hartree/bohr: 0.0094
Multiplicity: 1

---

Repeat the first record exactly.
2 unconnected molecules or ions with the total composition C5H14N5, computed with ωB97M-V with the def2-TZVPD basis set.

```
24
Properties=species:S:1:pos:R:3
C 1.596 -1.399 -0.049
C -0.359 0.924 -1.441
C 0.104 0.997 -0.173
C -2.246 0.780 0.777
C -0.725 0.896 1.131
N 0.500 -1.549 -0.718
N -0.120 -2.585 -1.110
N 1.707 -1.164 1.247
N -1.120 -2.500 -1.846
N 1.482 1.084 -0.085
H -1.440 1.077 -1.571
H 0.080 1.358 -2.293
H -2.569 1.616 0.213
H -2.707 0.888 1.710
H -2.537 -0.171 0.380
H -0.502 -0.017 1.715
H -0.525 1.921 1.464
H 1.021 -1.821 1.805
H 2.671 -1.267 1.618
H -1.123 -3.339 -2.536
H -1.415 -1.682 -2.176
H 2.415 -1.255 -0.732
H 2.008 0.834 0.745
H 1.842 1.972 -0.348
```

Computed properties:
ΔE to the lowest compared entry with this formula, charge and spin in kJ/mol: 413.9
LUMO in hartree: -0.139
Orbital gap in eV: 8.24
Net charge: +1
Calculated total energy in a.u.: -472.2707
Maximum force in hartree/bohr: 0.1162
Multiplicity: 1